This record from the OMol25 dataset describes a structure of composition C14H34BeN4O6 at a distorted geometry. The level of theory is wB97M-V/def2-TZVPD.

Geometry (Å):
O: -0.012 -1.402 2.218
O: 2.329 1.248 1.281
O: 1.335 -0.771 -2.071
O: -1.441 -1.431 -0.896
O: -0.027 1.690 -1.415
O: -1.435 1.173 1.315
N: -1.534 1.078 -2.921
N: 1.173 -0.482 3.791
N: -3.332 0.525 0.468
N: 0.170 -1.735 -3.750
C: -2.625 1.310 1.222
C: -0.397 3.240 -3.160
C: 2.086 -0.310 -4.267
C: 4.665 2.210 1.007
C: -0.631 1.913 -2.439
C: -3.352 2.323 2.139
C: -1.863 -2.763 -0.731
C: -2.579 -3.243 -1.957
C: -0.695 -1.860 4.486
C: 3.349 2.048 1.830
C: 0.174 -1.240 3.406
C: 3.501 1.789 3.329
C: -0.808 -3.809 -0.328
C: 1.169 -0.985 -3.293
Be: 0.484 -0.148 0.220
H: -1.084 3.454 -3.979
H: 3.058 3.098 1.842
H: -0.581 3.990 -2.391
H: -3.328 -2.495 -2.217
H: -3.138 -4.158 -1.764
H: -0.549 -3.523 0.691
H: 2.601 0.556 -3.852
H: 4.483 2.738 0.071
H: -2.831 -0.256 0.069
H: -1.089 -2.774 4.044
H: 5.147 1.267 0.750
H: -4.329 0.422 0.598
H: 0.057 -3.784 -0.991
H: 1.223 -0.245 4.772
H: -0.061 -2.006 5.361
H: 5.417 2.748 1.584
H: 2.633 2.032 3.942
H: 1.532 0.132 3.074
H: -1.164 -4.836 -0.419
H: -2.756 2.706 2.967
H: 2.982 -0.906 -4.443
H: -4.300 1.836 2.365
H: 3.805 0.754 3.490
H: -3.634 3.235 1.611
H: -0.473 -1.991 -3.014
H: -1.478 -1.194 4.849
H: -0.097 -1.835 -4.719
H: -1.906 -3.618 -2.728
H: 4.382 2.335 3.669
H: -2.630 -2.806 0.042
H: 1.546 -0.203 -5.208
H: -1.975 1.291 -3.805
H: -1.827 0.296 -2.353
H: 0.660 3.377 -3.388

- net charge = +1
- gap between HOMO and LUMO (alpha / beta) (eV) = 6.53 / 5.03
- spin multiplicity = 2
- molecular weight (g mol⁻¹) = 363.5

These are the natural (NBO) partial charges, in e, on atoms 1 to 6: -0.699, -0.364, -0.732, -0.995, -0.705, -0.706